14
Properties=species:S:1:pos:R:3:forces:R:3 method="wB97M-V/def2-TZVPD" lumo_energy_ha=-0.4411 gap_ev=9.5425 e_tot_ev=-8705.0401 relative_energy_kcal_mol=132.28 homo_ev=-21.5444 smiles="C1=[N+](N=[N+]2CC2)C1" fmax_ev_per_a=3.95 charge=+2
N -0.799 1.273 -0.548 2.18 -1.30 0.76
N -1.154 0.376 0.330 -1.36 -2.50 2.64
N -0.444 -0.601 0.627 -1.92 1.62 -1.99
C 0.234 2.024 -1.266 1.02 -1.61 -2.45
C -0.435 -1.653 1.581 1.43 -0.07 -0.02
C -1.238 2.115 -1.330 -2.36 2.12 -2.35
C 0.660 -1.484 0.461 2.80 -0.54 0.34
H 0.927 2.602 -0.765 0.46 1.98 1.84
H 1.696 -1.031 0.790 -2.04 -0.89 -0.80
H -1.035 -2.550 1.619 -0.82 0.15 -0.76
H 0.846 1.493 -2.017 -1.06 0.00 -0.25
H -0.301 -1.228 2.574 0.58 -0.13 0.07
H 0.705 -2.181 -0.498 -0.46 1.50 2.10
H -2.230 2.436 -1.820 1.55 -0.33 0.85



15
Properties=species:S:1:pos:R:3:forces:R:3 method="wB97M-V/def2-TZVPD" lumo_energy_ha=0.0183 gap_ev=10.3296 e_tot_ev=-10779.0454 relative_energy_kcal_mol=16.19 homo_ev=-9.8326 fmax_ev_per_a=1.56 charge=0
O 3.076 -0.261 0.375 -0.84 0.96 -0.07
N 1.379 1.293 0.407 0.72 0.05 -0.31
N -2.145 -0.318 1.154 0.50 0.02 -1.26
N -1.368 1.030 -0.621 -0.68 -0.29 -0.35
C 1.034 -1.088 -0.313 -0.43 0.25 0.23
C -1.345 -0.158 0.162 0.04 -0.67 0.34
C 1.905 0.063 0.158 0.60 -1.42 0.24
C -0.299 -1.188 -0.293 -0.74 0.33 -0.27
H 1.632 -1.978 -0.565 -0.32 0.65 -0.05
H 0.495 1.573 -0.058 0.87 -0.10 0.54
H -2.151 1.626 -0.344 0.26 -0.27 0.09
H -2.097 -1.256 1.571 0.49 0.55 -0.10
H -1.486 0.814 -1.629 0.44 0.12 0.94
H -0.758 -2.104 -0.681 0.21 0.12 0.38
H 2.129 1.952 0.675 -1.11 -0.31 -0.35



15
Properties=species:S:1:pos:R:3:forces:R:3 method="wB97M-V/def2-TZVPD" lumo_energy_ha="-0.0133 / -0.0135" gap_ev="7.1599 / 7.1455" e_tot_ev=-10774.6546 relative_energy_kcal_mol=117.44 homo_ev="-7.5221 / -7.5130" fmax_ev_per_a=0.90 charge=0
O 1.015 -1.912 -0.046 0.02 0.17 0.18
N 1.687 0.222 -0.761 0.08 0.32 -0.11
N 0.768 0.492 2.330 -0.36 -0.22 -0.55
N -1.242 0.284 0.925 -0.26 -0.45 -0.38
C 0.196 0.172 1.329 0.22 -0.09 -0.45
C 0.652 -0.557 -0.173 -0.24 0.04 0.13
C -0.718 -0.490 -0.706 0.23 0.34 0.80
C -1.350 0.815 -0.455 0.19 -0.13 0.07
H 1.870 -1.919 0.406 -0.12 -0.01 -0.06
H -1.304 -1.365 -0.954 0.00 0.05 0.07
H -2.382 0.912 -0.784 0.11 0.03 0.09
H -2.060 0.226 1.540 0.32 0.24 -0.05
H 1.667 0.357 -1.762 -0.02 -0.12 0.14
H 1.954 1.053 -0.254 -0.10 -0.09 0.07
H -0.753 1.709 -0.634 -0.09 -0.08 0.05



15
Properties=species:S:1:pos:R:3:forces:R:3 method="wB97M-V/def2-TZVPD" lumo_energy_ha=0.0331 gap_ev=9.7905 e_tot_ev=-10775.4859 relative_energy_kcal_mol=98.27 homo_ev=-8.8900 smiles="[H]/N=c1/ccon1NC" fmax_ev_per_a=2.56 charge=0
O -0.441 -1.354 -0.483 -0.75 1.40 -0.66
N 1.283 0.252 -0.686 -0.44 0.15 -0.34
N -0.722 2.169 -0.014 -0.51 -1.20 -0.81
N -0.085 0.004 -0.966 1.63 0.36 0.92
C -0.996 0.954 -0.294 0.72 -0.92 0.31
C -1.684 -1.168 0.014 -0.10 -2.44 0.47
C -2.121 0.081 0.067 -0.13 1.60 0.84
C 1.821 -0.270 0.561 0.31 -0.98 2.07
H -2.970 0.514 0.593 0.04 -0.57 -0.36
H 2.961 -0.470 0.605 -1.80 0.62 -0.90
H 0.211 2.341 -0.390 0.12 0.22 0.18
H -2.094 -2.165 0.342 0.04 1.51 -0.38
H 1.670 0.541 1.374 -0.21 -1.84 -0.92
H 1.348 -1.339 0.723 0.85 2.36 0.49
H 1.820 -0.090 -1.446 0.22 -0.26 -0.91



15
Properties=species:S:1:pos:R:3:forces:R:3 method="wB97M-V/def2-TZVPD" lumo_energy_ha=0.0260 gap_ev=9.6648 e_tot_ev=-10774.5653 relative_energy_kcal_mol=119.50 homo_ev=-8.9583 smiles="[H]/N=C/N/N=C/[C@H]1CO1" fmax_ev_per_a=6.01 charge=0
O -2.465 0.080 -1.154 -0.44 0.88 1.92
N 1.562 -0.842 0.200 1.05 -1.32 0.63
N 0.427 -0.366 -0.435 0.79 -0.08 1.63
N 1.454 0.064 2.452 -1.63 1.55 5.57
C -0.284 0.579 0.081 2.01 -0.03 1.98
C -1.393 0.278 -2.013 -1.33 -0.46 -4.55
C 1.948 -0.655 1.607 0.84 -2.95 -4.32
C -1.421 1.030 -0.782 1.42 -0.94 0.15
H -0.785 -0.666 -2.100 -0.41 1.65 -0.21
H -1.558 2.091 -0.666 -0.97 0.15 -0.47
H 2.765 -1.270 1.892 0.83 -1.16 -0.54
H -1.768 0.743 -3.034 1.17 -0.69 2.01
H 1.815 -0.269 3.483 -0.78 1.51 -3.36
H 1.947 -1.760 -0.297 -1.15 2.99 1.75
H 0.107 1.112 1.071 -1.40 -1.09 -2.20



16
Properties=species:S:1:pos:R:3:forces:R:3 method="wB97M-V/def2-TZVPD" lumo_energy_ha=-0.0414 gap_ev=6.9537 e_tot_ev=-21612.5391 relative_energy_kcal_mol=52.76 homo_ev=-8.0799 fmax_ev_per_a=1.92 charge=0
S 0.379 -3.204 -0.632 -0.17 1.68 0.91
O 1.487 -3.626 0.195 -0.10 -0.39 -0.36
N -0.160 -1.854 -0.141 1.23 -1.32 0.29
N 0.467 1.089 0.743 -0.07 -0.64 -0.04
N -2.414 -1.675 -0.821 -0.56 -0.12 -0.18
C -1.267 -1.164 -0.616 -0.95 0.01 -0.58
C -1.087 0.243 -0.932 0.21 0.38 -0.32
C 1.516 2.010 1.084 0.12 0.16 0.24
C -0.281 1.174 -0.380 -0.13 -0.02 -0.01
H 0.499 0.184 1.186 0.04 -0.01 -0.01
H 2.491 1.514 1.097 -0.01 0.08 -0.05
H 1.334 2.442 2.073 0.12 0.05 -0.08
H -2.492 -2.674 -0.654 0.29 0.00 0.18
H -1.748 0.568 -1.721 0.01 0.09 -0.01
H 1.552 2.814 0.352 0.00 0.02 0.02
H -0.275 2.160 -0.833 -0.01 0.01 0.01



15
Properties=species:S:1:pos:R:3:forces:R:3 method="wB97M-V/def2-TZVPD" lumo_energy_ha=-0.0593 gap_ev=7.4244 e_tot_ev=-19560.4334 relative_energy_kcal_mol=169.37 homo_ev=-9.0380 fmax_ev_per_a=7.07 charge=0
S 1.689 1.397 -2.766 -0.48 -0.77 1.75
N 0.127 -0.064 1.122 2.26 -0.25 3.06
N -0.397 -0.605 0.017 2.13 1.36 -2.17
N -1.767 -0.720 2.879 3.27 -1.23 -6.14
C -0.688 -0.145 2.356 -1.11 1.76 2.57
C -2.000 -1.744 1.761 -0.91 -2.60 -1.82
C 0.147 -0.282 -1.131 -1.61 0.06 -1.80
C 1.141 0.832 -1.312 -0.65 0.72 0.63
H -2.253 -1.359 0.639 0.43 -0.41 3.20
H -0.502 0.653 3.052 1.62 0.68 -0.18
H -2.838 -2.445 1.984 0.65 0.55 0.29
H 1.451 0.190 1.289 -5.43 -1.07 -0.59
H -0.471 -0.630 -2.125 1.91 0.60 2.69
H -1.030 -2.439 1.556 -2.20 1.61 0.72
H 1.269 1.432 -0.307 0.12 -0.99 -2.20



15
Properties=species:S:1:pos:R:3:forces:R:3 method="wB97M-V/def2-TZVPD" lumo_energy_ha=0.0296 gap_ev=9.0754 e_tot_ev=-19563.4367 relative_energy_kcal_mol=100.11 homo_ev=-8.2696 fmax_ev_per_a=5.48 charge=0
S 0.201 1.337 -0.172 2.04 -0.33 -0.21
N 1.844 -1.032 0.060 -2.28 0.94 0.30
N -1.819 -1.195 -0.717 -0.32 -0.34 0.72
N 2.831 -0.147 0.002 3.93 2.49 0.83
C 0.702 -0.494 -0.122 -3.57 0.57 1.30
C -0.658 -1.107 0.245 2.13 -2.62 -0.98
C -1.799 -0.349 0.483 -1.73 5.05 -1.26
C -1.557 1.234 0.197 -0.63 -1.73 -0.15
H 2.569 0.892 -0.124 0.52 -2.19 0.62
H -2.430 -1.982 -0.373 1.09 0.63 -1.03
H -2.596 -0.559 1.155 0.02 -0.12 1.03
H 3.659 -0.303 0.699 -2.41 0.19 -1.96
H -1.865 1.889 1.078 0.52 -0.88 -1.33
H -2.004 1.504 -0.792 -0.31 -0.03 1.25
H -0.663 -1.936 0.874 1.00 -1.61 0.86



15
Properties=species:S:1:pos:R:3:forces:R:3 method="wB97M-V/def2-TZVPD" lumo_energy_ha=0.0176 gap_ev=9.8166 e_tot_ev=-19564.6384 relative_energy_kcal_mol=72.40 homo_ev=-9.3383 fmax_ev_per_a=6.60 charge=0
S 2.299 -1.051 -0.518 0.99 -1.10 -1.60
N 1.108 2.172 0.087 -3.27 -3.02 -0.74
N -0.796 0.847 -0.677 -0.36 4.00 1.31
N -2.599 -0.792 -0.393 1.19 2.20 -0.76
C -1.375 -0.392 -0.366 -1.66 -1.44 2.39
C 0.469 0.960 -0.035 1.43 5.26 -1.49
C -0.265 -1.181 0.381 -1.06 -0.62 -2.66
C 0.942 -0.416 0.369 2.92 4.62 3.70
H -0.006 -2.024 -0.216 -0.72 -1.53 0.07
H -1.212 1.963 -0.558 0.43 -4.77 -0.97
H -2.870 -1.641 0.101 0.93 -0.03 -0.37
H 0.476 3.010 -0.294 1.53 -2.48 0.85
H -0.538 -1.336 1.363 -1.07 -1.00 1.83
H 1.436 -0.223 1.422 -1.48 -0.44 -1.57
H 2.931 0.104 -0.667 0.21 0.35 0.01



15
Properties=species:S:1:pos:R:3:forces:R:3 method="wB97M-V/def2-TZVPD" lumo_energy_ha=-0.0193 gap_ev=8.5345 e_tot_ev=-19565.5120 relative_energy_kcal_mol=52.26 homo_ev=-9.0608 fmax_ev_per_a=1.02 charge=0
S -3.713 0.503 -0.094 0.17 -0.13 0.07
N 1.394 1.693 -0.573 0.36 -0.02 0.22
N 2.050 -0.423 0.203 -0.04 0.17 0.06
N -0.186 -1.105 -0.361 0.26 0.46 0.21
C 1.933 0.948 0.318 -0.66 -0.02 -0.78
C -0.985 0.050 0.000 -0.32 0.13 -0.14
C -2.412 -0.369 0.265 0.28 0.53 -0.31
C 1.162 -1.231 -0.222 -0.11 -0.37 -0.13
H 1.500 -2.240 -0.478 -0.08 0.16 0.02
H -0.935 0.848 -0.755 0.00 -0.19 0.20
H 2.410 1.348 1.191 0.39 0.19 0.54
H -2.502 -1.332 0.745 -0.12 -0.35 0.22
H -0.659 -1.843 -0.843 -0.01 -0.25 -0.11
H -0.596 0.477 0.930 0.00 -0.06 -0.03
H 1.538 2.676 -0.327 -0.11 -0.23 -0.02



15
Properties=species:S:1:pos:R:3:forces:R:3 method="wB97M-V/def2-TZVPD" lumo_energy_ha="-0.0849 / -0.0849" gap_ev="6.2208 / 6.2214" e_tot_ev=-19561.8896 relative_energy_kcal_mol=135.79 homo_ev="-8.5323 / -8.5328" fmax_ev_per_a=4.73 charge=0
S 1.654 -2.788 -0.370 0.37 3.49 0.22
N 2.779 -1.777 -1.138 -2.51 -0.73 -1.65
N -0.898 0.212 0.317 -0.93 1.02 -0.02
N 1.117 0.811 0.949 -0.32 -2.29 -0.80
C -1.014 1.617 0.685 4.32 -1.88 0.41
C 0.356 -0.193 0.518 1.45 1.01 0.21
C 0.332 1.925 1.066 -2.20 -2.39 -1.24
C -1.990 -0.531 -0.326 -0.55 1.11 0.11
H -1.705 -1.594 -0.623 -0.42 1.70 0.50
H -2.379 0.139 -1.147 0.71 -1.23 0.21
H -1.916 2.122 0.872 -0.99 0.35 -0.28
H 2.296 -1.220 -1.869 0.45 -1.04 0.20
H -2.798 -0.417 0.411 -0.09 -1.09 -0.21
H 0.908 2.764 1.306 -0.23 1.59 0.56
H 3.258 -1.070 -0.652 0.95 0.38 1.78



15
Properties=species:S:1:pos:R:3:forces:R:3 method="wB97M-V/def2-TZVPD" lumo_energy_ha=0.0200 gap_ev=9.1257 e_tot_ev=-19562.8556 relative_energy_kcal_mol=113.51 homo_ev=-8.5823 fmax_ev_per_a=3.74 charge=0
S 3.023 -0.563 -0.959 0.14 -0.88 -0.12
N -1.341 -0.615 0.504 1.39 -0.67 -0.21
N -1.612 0.512 0.868 -1.09 1.01 2.44
N 1.925 1.869 -0.286 1.19 -2.11 -0.11
C -1.171 -3.085 0.162 3.21 -0.43 -1.88
C 2.299 0.766 -0.562 -0.41 2.58 0.40
C -0.812 -1.674 0.505 -1.24 -1.13 -0.60
C 0.931 2.869 -0.192 -1.11 -1.26 -0.05
H -1.716 -3.667 0.846 -0.77 -0.15 1.42
H -1.680 1.260 0.231 -0.03 0.30 -1.63
H -1.718 -3.178 -0.806 0.59 0.34 0.56
H 1.014 3.457 -1.135 -0.70 -0.02 1.07
H -0.010 2.285 0.002 0.36 0.93 -1.00
H -0.128 -3.621 0.068 -2.15 0.69 -0.12
H 0.998 3.387 0.754 0.61 0.78 -0.16



16
Properties=species:S:1:pos:R:3:forces:R:3 method="wB97M-V/def2-TZVPD" lumo_energy_ha=-0.1460 gap_ev=10.3733 e_tot_ev=-12260.8167 relative_energy_kcal_mol=19.89 homo_ev=-14.3459 smiles="NC([O-])=C=NC[NH+]=C=[NH2+]" fmax_ev_per_a=4.87 charge=+1
O -1.439 -0.130 2.196 0.36 -0.60 -0.73
N 1.298 -0.590 0.110 -0.21 -0.72 0.51
N 0.726 1.156 -1.390 -0.89 1.50 -0.49
N -0.540 -2.213 1.862 1.35 -1.51 -0.74
N -1.541 1.745 -0.893 -0.09 -0.74 0.82
C -0.717 -0.923 1.625 -0.41 0.99 0.87
C 1.716 0.116 -1.046 2.44 -1.07 0.31
C -0.421 1.128 -0.762 1.20 -4.03 2.45
C 0.167 -0.483 0.519 -1.13 3.52 -2.42
H 0.258 -2.762 1.549 -0.12 0.78 -0.67
H -2.367 1.499 -0.392 -0.06 -0.67 0.98
H 0.862 1.947 -2.051 0.68 -1.21 0.42
H -0.868 -2.669 2.654 -1.46 -0.25 1.84
H 2.778 0.431 -0.772 -1.51 0.49 -0.89
H -1.749 2.496 -1.454 0.12 2.15 -2.04
H 1.837 -0.748 -1.756 -0.29 1.36 -0.23



18
Properties=species:S:1:pos:R:3:forces:R:3 method="wB97M-V/def2-TZVPD" lumo_energy_ha="-0.2055 / -0.2080" gap_ev="6.5870 / 7.5087" e_tot_ev=-15240.0080 relative_energy_kcal_mol=5.50 homo_ev="-12.1789 / -13.1679" fmax_ev_per_a=4.20 charge=+1
O 2.649 1.650 -0.595 -0.11 -1.79 1.04
N 1.669 0.804 -0.167 0.54 1.63 -1.62
N 3.167 -0.914 0.616 0.01 0.16 -0.60
N 0.888 -1.266 0.008 1.25 0.21 0.84
N -2.724 1.649 0.430 2.64 -1.18 0.51
N -0.725 0.446 0.450 -0.85 0.24 -0.03
N -1.343 -1.539 -0.457 0.30 4.01 1.21
C -2.012 0.504 0.149 -0.93 0.62 0.18
C 1.959 -0.456 0.186 0.79 -0.42 -0.14
C -2.438 -0.783 -0.410 1.00 0.56 0.54
C -0.323 -0.739 0.026 1.18 -0.57 0.28
H -2.134 2.460 0.627 -0.14 -0.56 0.15
H 4.090 -0.618 0.225 -1.53 -0.04 0.63
H -1.108 -2.447 -0.636 -0.16 -2.98 -0.93
H 2.112 2.373 -0.931 0.05 0.48 -0.08
H -3.521 1.901 -0.052 -2.02 0.05 -1.09
H 3.135 -1.790 1.120 0.19 -0.05 -0.36
H -3.341 -1.235 -0.589 -2.21 -0.37 -0.53



20
Properties=species:S:1:pos:R:3:forces:R:3 method="wB97M-V/def2-TZVPD" lumo_energy_ha="-0.0514 / -0.0432" gap_ev="6.6652 / 6.9835" e_tot_ev=-18776.0815 relative_energy_kcal_mol=200.50 homo_ev="-8.0639 / -8.1593" fmax_ev_per_a=4.76 charge=0
O -3.344 -2.142 -1.117 0.06 1.87 -1.41
O -3.551 -2.052 1.094 -0.63 -0.88 1.61
N 1.620 0.029 -0.080 -2.57 1.48 0.82
N -1.319 2.818 -0.019 0.28 -1.03 -0.43
N -0.475 0.841 -0.065 -0.63 0.17 0.72
N 0.315 -0.150 0.045 -0.10 -0.04 -1.21
N -3.142 -1.447 0.130 0.23 -1.55 -0.63
N -0.181 2.155 0.010 0.27 1.34 -0.19
N -2.356 2.056 -0.137 -0.63 0.62 -0.03
C -1.943 0.759 -0.121 1.82 0.71 0.50
C 2.352 -1.200 -0.073 -1.53 -0.61 1.41
C 2.303 1.262 0.301 3.32 1.00 -3.27
C -2.562 -0.342 0.102 -0.92 -1.15 -0.94
H 1.646 -2.073 0.151 1.23 1.19 -1.15
H 3.074 -1.182 -0.840 0.30 -0.74 -1.62
H 2.939 -1.075 0.773 1.43 -0.48 2.01
H 2.996 1.541 -0.632 -1.53 -0.38 1.54
H -3.246 -3.101 -1.060 0.14 -0.02 1.27
H 3.093 1.125 1.010 0.09 -0.79 1.03
H 1.780 2.179 0.528 -0.61 -0.71 -0.06



13
Properties=species:S:1:pos:R:3:forces:R:3 method="wB97M-V/def2-TZVPD" lumo_energy_ha=0.0405 gap_ev=10.7268 e_tot_ev=-7797.4580 relative_energy_kcal_mol=50.42 homo_ev=-9.6255 fmax_ev_per_a=1.62 charge=0
O -0.349 1.476 -0.016 -1.44 -0.72 0.13
N -0.408 -0.835 -0.006 0.04 -0.17 -0.01
C -1.846 1.301 -0.061 0.72 0.60 -0.02
C 0.881 -1.561 0.035 0.23 -0.37 0.01
C 0.222 0.280 0.006 -0.53 -0.38 0.02
C 1.640 -0.212 0.053 0.12 0.21 0.00
H 0.991 -2.174 0.935 0.03 0.08 -0.14
H 1.042 -2.176 -0.855 0.03 0.05 0.13
H 2.191 0.009 0.969 -0.03 0.05 -0.12
H -2.169 0.850 -1.009 0.40 0.19 0.25
H -2.289 0.703 0.757 0.84 0.27 -0.26
H 2.248 0.005 -0.826 -0.02 0.04 0.11
H -2.152 2.333 0.017 -0.39 0.15 -0.08



13
Properties=species:S:1:pos:R:3:forces:R:3 method="wB97M-V/def2-TZVPD" lumo_energy_ha=0.0404 gap_ev=10.8801 e_tot_ev=-7796.8898 relative_energy_kcal_mol=63.52 homo_ev=-9.7799 smiles="C/N=C/[C@H]1CO1" fmax_ev_per_a=0.49 charge=0
O 1.749 -0.834 0.762 0.13 -0.17 0.13
N -0.800 0.288 0.410 0.16 -0.29 -0.36
C 1.278 -0.449 -0.523 -0.06 -0.04 -0.19
C -2.248 0.196 0.420 -0.23 0.01 0.02
C -0.198 -0.220 -0.577 -0.09 0.02 0.30
C 2.174 0.412 0.257 0.16 0.28 -0.05
H -2.597 -0.707 -0.098 -0.03 0.18 0.01
H 1.746 1.290 0.739 0.02 -0.17 -0.02
H 3.231 0.460 -0.003 -0.18 0.05 -0.02
H -2.580 0.144 1.461 -0.01 0.03 -0.17
H -2.721 1.070 -0.040 0.14 -0.01 0.08
H -0.723 -0.610 -1.464 0.03 -0.05 0.18
H 1.688 -1.039 -1.344 -0.03 0.15 0.10